No. 1
DFT (the ωB97M-V functional and the def2-TZVPD basis) results for a molecular structure, C20H44NO2P3Sc at a distorted geometry.

Structure (XYZ):
```
71
Properties=species:S:1:pos:R:3
Sc -0.46605 1.32413 -2.04328
P 0.06502 2.78838 0.22390
P 1.41099 -3.08891 1.85542
P -2.24839 0.49865 1.25361
H 0.55201 0.50461 -4.44059
C -0.44121 0.91241 -4.16859
C -0.60594 2.31341 -3.87702
H 0.17203 3.09355 -3.99528
C 1.29109 4.04518 -0.32063
C 0.97397 2.18808 1.69605
C -1.24697 3.82182 0.92938
C 1.41598 -4.68740 2.66200
C 3.11867 -2.60248 1.60881
C 0.54718 -1.92858 2.90482
C -3.86670 1.33683 0.99090
C -1.99417 0.90622 3.04749
C -2.86649 -1.19824 1.56066
H -1.22835 0.27183 -4.58427
H -1.62141 2.71752 -3.87808
H 1.21071 4.24244 -1.39916
H 2.31671 3.71907 -0.08724
H 1.07847 4.97691 0.22612
H 1.99557 1.90895 1.40563
H 0.48940 1.31471 2.14597
H 1.02840 2.98875 2.44578
H -1.98283 4.06432 0.15868
H -0.79482 4.75063 1.28568
H -1.76336 3.32307 1.75207
H 1.85910 -4.54684 3.64886
H 2.00950 -5.40567 2.08157
H 0.39126 -5.07152 2.75716
H 3.59706 -2.59731 2.59576
H 3.18921 -1.60417 1.15677
H 3.62126 -3.32896 0.95675
H -0.40526 -2.35690 3.24674
H 0.33914 -1.00588 2.34470
H 1.18978 -1.70678 3.76353
H -4.27955 1.66743 1.95126
H -4.56486 0.64709 0.50533
H -3.72578 2.20811 0.34246
H -2.89414 0.62025 3.60784
H -1.79558 1.96982 3.21617
H -1.14711 0.32767 3.44688
H -3.88762 -1.14619 1.95235
H -2.21374 -1.70697 2.27970
H -2.87693 -1.77660 0.63609
C -1.25570 -1.97186 -1.15172
C -1.90506 -3.23712 -1.33624
C -3.25171 -3.29649 -1.58668
C -3.99028 -2.10930 -1.71718
C -3.33677 -0.88253 -1.72072
C -1.92121 -0.78081 -1.71716
O -0.19222 -1.89006 -0.43672
H 0.72604 -3.04510 0.60121
H -1.31828 -4.12483 -1.15243
H -3.73233 -4.26733 -1.66272
H -5.07584 -2.17869 -1.82681
H -3.94334 0.03743 -1.74690
H -1.45477 -0.36335 -2.66559
C 3.48120 -0.63366 -1.78388
N 3.69890 0.81149 -1.82089
C 5.04474 1.34816 -1.61038
C 2.68834 1.60367 -2.12359
O 1.49723 1.16336 -2.08637
H 3.41195 -0.98959 -2.82107
H 2.53422 -0.86900 -1.26886
H 4.30454 -1.11654 -1.25275
H 5.74015 1.11837 -2.43669
H 4.98006 2.43330 -1.48855
H 5.44969 0.88042 -0.70091
H 2.87518 2.66766 -2.33516
```

Properties
Molar mass   468.45 g/mol
LUMO (alpha / beta)   -12.0 / -10.9 eV
Net charge   +3
Spin multiplicity   1

***

No. 2
DFT (the ωB97M-V functional and the def2-TZVPD basis) results for a molecular structure, C20H44NOP3SSm at a distorted geometry.

Structure (XYZ):
```
71
Properties=species:S:1:pos:R:3
Sm 0.18522 -0.83475 0.22094
P 2.94642 0.09685 0.21323
P 0.76163 -1.03650 3.08735
P -0.12845 0.13460 -2.41485
H -1.36620 1.19052 2.17829
C -1.68546 0.80014 1.19796
C -2.26544 -0.45288 1.03692
H -2.46606 -1.13468 1.86987
C 3.18876 1.86585 0.61036
C 4.15323 -0.75148 1.29686
C 3.71899 -0.08807 -1.43970
C -0.70472 -1.30972 4.15945
C 1.82732 -2.40221 3.68697
C 1.50396 0.42895 3.92774
C -1.92707 0.11116 -2.79610
C 0.59229 -0.77928 -3.80738
C 0.52739 1.84154 -2.59847
H -1.75743 1.58296 0.42493
H -2.76480 -0.76235 0.10861
H 4.24980 2.13144 0.50040
H 2.85754 2.04358 1.64442
H 2.57652 2.46663 -0.07869
H 5.17558 -0.45950 1.01341
H 4.02576 -1.83527 1.14786
H 3.95946 -0.49422 2.34850
H 4.79348 0.14312 -1.38386
H 3.22086 0.57374 -2.16360
H 3.58191 -1.13951 -1.74056
H -0.47985 -1.10943 5.21696
H -1.03705 -2.34983 4.06609
H -1.53655 -0.66991 3.84622
H 2.08936 -2.28293 4.74626
H 2.74834 -2.44824 3.09899
H 1.30026 -3.35372 3.56065
H 1.50405 0.26522 5.01632
H 0.90675 1.32582 3.70979
H 2.53066 0.63628 3.59466
H -2.15940 0.55620 -3.77485
H -2.50302 0.63670 -2.01938
H -2.25460 -0.93963 -2.79061
H 0.38638 -0.27843 -4.76209
H 0.14972 -1.78286 -3.81093
H 1.67399 -0.87208 -3.65490
H 0.27692 2.24944 -3.59148
H 1.61712 1.87436 -2.43585
H 0.08231 2.47030 -1.80954
C -3.63430 4.50719 -2.05885
C -3.30155 5.86502 -2.22167
C -4.20660 6.86600 -1.86826
C -5.49011 6.52523 -1.40152
C -5.87477 5.17650 -1.37341
C -4.96615 4.16870 -1.73043
S -2.36926 3.34180 -2.40122
H -1.67578 3.34711 -1.15873
H -2.32739 6.10553 -2.65153
H -3.92147 7.91649 -1.97359
H -6.19415 7.31385 -1.10728
H -6.89982 4.91680 -1.08624
H -5.27634 3.12650 -1.78373
C 2.12960 -5.22362 -0.59506
N 0.93414 -5.25596 0.25151
C 0.49283 -6.56769 0.72201
C 0.20890 -4.19603 0.55671
O 0.49949 -2.99815 0.20568
H 1.98468 -5.83445 -1.48895
H 2.98171 -5.66310 -0.07225
H 2.38458 -4.21501 -0.89727
H 0.49068 -6.59750 1.81845
H -0.52635 -6.76997 0.37107
H 1.17671 -7.32842 0.33355
H -0.69517 -4.38474 1.15386
```

Properties
Molar mass   589.93 g/mol
LUMO (alpha / beta)   -10.5 / -10.2 eV
Net charge   +3
⟨S²⟩   8.768
Spin multiplicity   6

***

No. 3
DFT (the ωB97M-V functional and the def2-TZVPD basis) results for 11 unconnected molecules or ions with the total composition C20H45BF4N5O5 at a distorted geometry.

Structure (XYZ):
```
80
Properties=species:S:1:pos:R:3
B -0.50189 -0.05032 0.11529
F -0.76689 1.30568 0.41429
F -1.52489 -0.88132 0.36229
F -0.04689 0.00668 -1.16271
F 0.66511 -0.33332 0.80329
C 2.17811 2.89268 0.83629
C 2.90611 3.65068 -0.24871
N 3.55811 4.22968 -0.94271
H 2.91211 2.54968 1.54229
H 1.47011 3.42468 1.21129
H 1.35911 2.08268 0.23029
C -0.28989 -4.27832 -0.63671
C -1.11689 -4.84632 -1.88071
N -1.59589 -5.44332 -2.68971
H -0.89289 -4.46532 0.14429
H 0.63811 -4.76632 -0.41971
H -0.31989 -3.24632 -0.66971
C -3.59589 0.95268 -2.05271
C -4.53089 0.48868 -3.17271
N -5.26789 0.09668 -4.06871
H -3.67189 1.91668 -2.32271
H -4.02389 0.61968 -1.08971
H -2.54789 0.39668 -2.22071
C 2.73911 0.61268 -3.69371
C 4.06411 0.09768 -3.22071
N 5.07911 -0.13832 -2.81871
H 2.42811 -0.34232 -4.14371
H 2.06811 0.94368 -2.97871
H 2.75211 1.50868 -4.23171
C 3.08611 -1.94432 -0.47271
C 3.44811 -2.89732 0.66529
N 3.74111 -3.54832 1.52729
H 3.73511 -2.04632 -1.42071
H 2.22511 -2.19932 -1.03471
H 2.99211 -0.97732 -0.13971
C -0.28389 -2.59532 4.83229
C -0.65089 -2.57932 3.34929
O -1.81089 -1.98932 3.06529
H 0.59211 -3.15332 4.97029
H -1.15789 -3.03032 5.44229
H -0.04589 -1.71432 5.21529
H -0.47389 -3.55232 2.96529
H 0.03711 -1.89232 2.64429
H -1.78989 -1.44032 2.18929
C 3.71611 0.35768 4.87829
C 3.02911 -0.45532 3.81129
O 2.03011 0.37468 3.14929
H 4.03611 1.37968 4.44829
H 4.42911 -0.20032 5.12129
H 3.07811 0.78968 5.67429
H 2.30211 -1.17832 4.23829
H 3.63511 -0.78532 3.03929
H 1.73211 0.00368 2.35629
C -0.86789 -0.89332 -4.64571
C -0.56289 -2.10732 -3.67671
O 0.67911 -1.80732 -3.07571
H -1.03889 -0.05332 -4.09371
H -1.65189 -1.12232 -5.15371
H -0.06989 -0.59532 -5.35571
H -0.38789 -3.03932 -4.13471
H -1.28989 -2.31732 -2.88571
H 0.67511 -1.11332 -2.39371
C -4.56089 1.75768 2.07829
C -4.53689 1.90068 3.59829
O -5.50089 0.96368 4.12429
H -3.41589 1.79768 1.70429
H -5.10589 2.55868 1.59529
H -5.11189 0.68468 1.79129
H -4.75689 2.96468 3.87329
H -3.41289 1.69868 4.05029
H -5.24089 1.01768 4.99729
C 0.09611 4.72168 -2.96571
C 0.33411 3.38668 -2.31371
O -0.62089 2.40868 -2.86271
H 0.01111 4.62368 -4.01171
H 0.89311 5.30068 -2.73571
H -0.82489 5.26568 -2.94271
H -0.09689 3.40968 -1.25171
H 1.25311 3.17868 -2.38471
H -0.64189 1.69868 -2.43771
```

Properties
Molar mass   522.41 g/mol
LUMO   2.5 eV
Net charge   -1
Spin multiplicity   1

***

No. 4
DFT (the ωB97M-V functional and the def2-TZVPD basis) results for a molecular structure, C20H45BrN3O16P5S3 at a distorted geometry.

Structure (XYZ):
```
93
Properties=species:S:1:pos:R:3
C -0.16368 -2.63349 3.53108
C -1.23963 -1.96328 2.71948
C -2.60057 -1.27581 3.31579
C -2.63476 0.39912 3.12912
O -1.37381 0.67597 2.62154
C -0.25374 1.33230 2.92708
C 1.02873 0.63830 2.08023
C 0.66313 0.04298 0.62256
C 1.50764 0.80109 -0.61025
O 1.20894 -1.35708 0.58817
P 0.00207 3.20595 2.41492
N -1.32366 4.22598 3.06588
O -0.00327 3.33738 0.64080
P 0.54479 1.35490 4.69585
N 2.11610 1.83180 4.48600
O 0.65527 -0.19761 5.45485
O -0.11415 2.63608 5.72141
C -3.67065 0.73624 1.83340
C -3.49060 2.31097 1.46391
C -4.44968 2.95522 0.30972
C -3.58232 4.09011 -0.55687
S -4.77871 4.81181 -1.81672
O -3.35167 -0.25510 0.86875
C -3.24333 -0.11872 -0.50692
S -2.26200 -1.69473 -1.05118
Br -4.92431 -0.43439 -1.63110
O -2.44615 0.93392 -1.13982
C -2.83969 1.13330 -2.56077
N -3.28729 1.76473 -3.62163
P -5.53751 0.50715 2.29054
O -6.51455 0.71313 1.01802
O -5.99035 -1.09162 2.78457
O -6.12588 1.79252 3.37202
P -3.23185 0.95730 4.82210
O -2.17922 0.50969 6.18363
O -4.70736 0.15499 5.42399
S -3.53226 2.84364 5.14295
H 0.75113 -3.12343 2.94189
H -0.16486 -2.70093 4.70107
H -1.11156 -2.00222 1.56017
H -2.62960 -1.58505 4.46870
H -3.50799 -1.82665 2.84954
H 1.48054 -0.21842 2.77389
H 1.90150 1.43501 1.90538
H -0.45018 0.08350 0.28564
H 2.13121 1.71787 -0.23998
H 0.70765 1.24247 -1.37878
H 2.12524 0.00733 -1.22561
H 2.19627 -1.25228 0.81234
H -0.94478 4.96357 3.70055
H -1.75050 4.71037 2.23666
H 0.64220 4.09788 0.46840
H 2.74111 1.08333 4.86014
H 1.51022 -0.67491 5.18999
H 0.42073 2.65877 6.57004
H -3.55203 3.06774 2.34734
H -2.39006 2.42286 1.01294
H -5.32971 3.54226 0.85026
H -4.94986 2.21194 -0.42916
H -3.17720 4.96544 0.11344
H -2.65298 3.54605 -1.02579
H -4.99196 3.82963 -2.83061
H -1.27422 -1.31431 -1.98559
H -5.50883 -1.43878 3.57848
H -6.75383 2.39715 2.87975
H -1.85899 -0.42646 6.10459
H -4.88310 0.56317 6.34180
O 3.53994 -3.73133 -3.96250
P 4.66511 -3.00296 -4.73756
O 5.18117 -2.11974 -3.43463
C 6.02317 -2.75897 -2.49518
C 7.42034 -2.96164 -3.04994
O 3.66554 -1.83681 -5.38840
C 2.29535 -2.12585 -5.62396
C 1.44114 -1.67378 -4.45171
O 5.92232 -2.18911 -5.60356
C 6.35509 -2.86604 -6.77411
C 5.25714 -2.96741 -7.81825
H 5.58542 -3.71369 -2.18364
H 6.07312 -2.11375 -1.61255
H 7.41387 -3.68596 -3.87067
H 8.09471 -3.33193 -2.27448
H 7.82036 -2.02277 -3.44992
H 2.15383 -3.19063 -5.83961
H 1.98875 -1.58160 -6.52285
H 1.84926 -2.00001 -3.48960
H 0.42042 -2.05633 -4.54406
H 1.39863 -0.58025 -4.41127
H 6.71991 -3.86124 -6.49815
H 7.19825 -2.30236 -7.18481
H 4.44416 -3.60916 -7.47145
H 5.64701 -3.39048 -8.74957
H 4.82636 -1.98389 -8.02816
```

Properties
Molar mass   914.56 g/mol
LUMO   -2.1 eV
Net charge   0
Spin multiplicity   1

***

> Among the records above, which one has the lowest molar mass?

C20H44NO2P3Sc